1.
C4H10O in the gas phase, computed with wB97M-V/def2-TZVPD.

```
! wB97M-V def2-TZVPD RIJCOSX def2/J DEFGRID3
* xyz 0 1
C 0.005 -1.609 -1.205
C -0.510 -0.251 -0.731
C 0.371 0.360 0.356
C -0.191 1.665 0.918
O 0.480 -0.616 1.384
H 0.073 -2.296 -0.357
H 1.003 -1.523 -1.650
H -0.663 -2.048 -1.954
H -0.573 0.453 -1.571
H -1.525 -0.360 -0.328
H 1.368 0.551 -0.078
H 0.021 2.511 0.258
H -1.275 1.597 1.061
H 0.255 1.884 1.897
H 1.160 -0.317 1.999
*
```

Results
SMILES = CC[C@@H](C)O
orbital gap = 0.4141 Ha
LUMO energy = 1.005 eV
E_HOMO = -0.3772 hartree
E_tot = -233.63865 a.u.

Here are the natural (NBO) charges for atoms 1 to 4, given in e: -0.608 -0.408 0.099 -0.628

***

2.
A molecular structure, C19H21GeNO6Rh, computed with wB97M-V/def2-TZVPD.

```
! wB97M-V def2-TZVPD RIJCOSX def2/J DEFGRID3
* xyz -1 5
Rh 0.129 -0.498 -0.873
O -0.521 -4.674 -0.282
C -0.388 -3.459 -0.235
O -0.200 -2.648 -1.204
C -0.399 -2.776 1.129
C -0.544 -3.431 2.340
C -0.509 -2.675 3.503
C -0.316 -1.302 3.434
C -0.183 -0.721 2.185
N -0.248 -1.459 1.086
C 0.084 0.760 1.941
O 0.256 1.488 2.911
O 0.081 1.078 0.707
H -0.672 -4.504 2.337
H -0.621 -3.158 4.466
H -0.254 -0.672 4.310
C 3.658 0.144 1.916
C 3.021 0.081 0.543
O 2.385 -0.927 0.257
C 3.182 1.218 -0.370
C 4.065 2.257 -0.031
C 4.317 3.317 -0.871
C 3.665 3.361 -2.108
C 2.778 2.378 -2.465
C 2.486 1.283 -1.611
O 1.608 0.420 -2.021
H 3.412 -0.779 2.436
H 3.262 0.993 2.476
H 4.742 0.247 1.853
H 4.568 2.222 0.925
H 5.002 4.101 -0.578
H 3.851 4.184 -2.788
H 2.252 2.410 -3.411
C -4.607 0.197 -2.735
Ge -3.163 0.081 -1.384
C -3.469 -1.581 -0.379
C -3.354 1.607 -0.165
C -1.425 0.147 -2.252
H -5.589 0.195 -2.258
H -4.557 -0.649 -3.422
H -4.509 1.114 -3.319
H -4.532 -1.695 -0.155
H -2.927 -1.567 0.567
H -3.137 -2.450 -0.949
H -4.297 1.553 0.382
H -3.337 2.545 -0.724
H -2.528 1.630 0.546
H -1.185 1.163 -2.568
H -1.335 -0.543 -3.094
*
```

Results
expectation value of S² = 6.009
orbital gap (alpha / beta) = 0.2729 / 0.2566 Ha
LUMO energy (alpha / beta) = 2.927 / 1.664 eV
E_HOMO (alpha / beta) = -0.1654 / -0.1955 hartree
E_tot = -3430.32729 a.u.

Here are the natural (NBO) charges for atoms 1 to 4, given in e: 1.574 -0.660 0.745 -0.738

***

3.
C12H14N4O4S in the gas phase, computed with wB97M-V/def2-TZVPD.

```
! wB97M-V def2-TZVPD RIJCOSX def2/J DEFGRID3
* xyz 0 1
C -3.897 -0.447 -1.792
C -3.446 -0.358 -3.242
O -2.244 0.414 -3.355
C -2.361 1.729 -3.402
O -3.385 2.349 -3.445
C -0.965 2.378 -3.378
N -0.425 2.253 -2.059
N -0.310 3.260 -1.226
N 0.156 2.794 -0.128
C 0.321 1.465 -0.306
C 0.825 0.557 0.704
C 0.935 -0.805 0.421
C 1.413 -1.666 1.390
C 1.771 -1.162 2.626
S 2.431 -2.281 3.864
C 4.221 -2.224 3.544
O 1.966 -3.613 3.584
O 2.190 -1.734 5.170
C 1.661 0.183 2.922
C 1.184 1.051 1.957
N -0.046 1.111 -1.536
H -4.176 0.537 -1.424
H -4.757 -1.105 -1.717
H -3.093 -0.841 -1.173
H -3.186 -1.341 -3.637
H -4.223 0.104 -3.859
H -1.049 3.441 -3.607
H -0.315 1.859 -4.086
H 0.643 -1.164 -0.553
H 1.497 -2.728 1.217
H 4.392 -2.573 2.534
H 4.552 -1.202 3.673
H 4.706 -2.876 4.260
H 1.933 0.525 3.908
H 1.080 2.107 2.152
*
```

Results
SMILES = CCOC(=O)Cn1nnc(-c2ccc(S(C)(=O)=O)cc2)n1
orbital gap = 0.3491 Ha
LUMO energy = -0.091 eV
E_HOMO = -0.3524 hartree
E_tot = -1383.81750 a.u.

Here are the natural (NBO) charges for atoms 1 to 4, given in e: -0.636 -0.077 -0.493 0.785

***

4.
A molecular structure, C40H44AsN10OPTi, computed with wB97M-V/def2-TZVPD.

```
! wB97M-V def2-TZVPD RIJCOSX def2/J DEFGRID3
* xyz 1 2
Ti 0.634 -0.950 -0.390
C -0.710 -2.774 -5.331
N -0.740 -1.815 -4.228
C -0.920 -0.466 -4.378
C -0.767 0.090 -3.145
N -0.512 -0.907 -2.244
C -0.478 -2.045 -2.924
P -0.162 -3.685 -2.207
C 1.531 -3.542 -1.510
N 1.887 -2.714 -0.532
C 3.075 -3.167 -0.031
C 3.427 -4.298 -0.704
N 2.439 -4.537 -1.617
C 2.425 -5.633 -2.584
C -1.043 -3.461 -0.611
N -0.882 -2.427 0.207
C -1.527 -2.732 1.371
C -2.094 -3.966 1.248
N -1.771 -4.427 0.000
C -2.213 -5.709 -0.548
H 0.234 -2.674 -5.869
H -1.558 -2.589 -5.983
H -0.784 -3.780 -4.932
H -1.128 -0.021 -5.338
H -0.817 1.126 -2.851
H 3.602 -2.645 0.749
H 4.300 -4.929 -0.635
H 3.448 -5.944 -2.767
H 2.003 -5.276 -3.518
H 1.851 -6.474 -2.202
H -1.529 -2.060 2.212
H -2.691 -4.551 1.931
H -1.977 -6.503 0.155
H -1.699 -5.896 -1.484
H -3.286 -5.688 -0.731
N 4.227 0.201 -0.715
C 3.379 -0.328 -1.627
O 2.126 -0.156 -1.479
C 3.864 -1.108 -2.694
C 2.924 -1.810 -3.493
N 2.135 -2.406 -4.101
C 5.258 -1.314 -2.858
N 6.400 -1.448 -2.987
H 5.214 0.203 -0.927
H 3.875 0.976 -0.182
C -4.702 3.100 5.034
C -3.763 2.641 3.954
C -2.471 3.145 3.866
C -1.592 2.757 2.861
C -0.203 3.339 2.848
C -2.025 1.823 1.912
As -0.927 1.236 0.422
N 0.510 0.225 1.128
C 0.883 -0.114 2.443
C 2.214 -0.510 2.639
C 2.657 -0.928 3.887
C 1.789 -0.939 4.968
C 0.473 -0.538 4.783
C 0.012 -0.136 3.537
C -0.212 2.910 -0.319
C 1.102 3.394 -0.282
C 2.195 2.839 0.604
C 1.435 4.507 -1.055
C 0.512 5.168 -1.848
C 0.891 6.382 -2.649
C -0.793 4.682 -1.860
C -1.168 3.570 -1.122
C -2.607 3.119 -1.201
C -3.321 1.285 1.987
C -3.852 0.270 1.001
C -4.167 1.706 3.006
H -4.161 3.557 5.862
H -5.292 2.269 5.426
H -5.403 3.843 4.645
H -2.130 3.860 4.608
H -0.005 3.872 3.778
H -0.083 4.040 2.022
H 0.557 2.563 2.737
H 2.900 -0.460 1.804
H 3.692 -1.227 4.013
H 2.135 -1.252 5.945
H -0.215 -0.543 5.623
H -1.020 0.152 3.418
H 3.156 2.930 0.093
H 2.019 1.812 0.892
H 2.274 3.429 1.523
H 2.459 4.869 -1.026
H 1.969 6.438 -2.797
H 0.579 7.294 -2.137
H 0.412 6.376 -3.629
H -1.543 5.183 -2.466
H -3.154 3.724 -1.922
H -3.115 3.211 -0.239
H -2.700 2.075 -1.515
H -3.136 -0.517 0.775
H -4.116 0.739 0.049
H -4.753 -0.199 1.396
H -5.168 1.287 3.064
*
```

Results
expectation value of S² = 0.754
orbital gap (alpha / beta) = 0.2856 / 0.2786 Ha
LUMO energy (alpha / beta) = -2.390 / -2.576 eV
E_HOMO (alpha / beta) = -0.3734 / -0.3733 hartree
E_tot = -5600.01819 a.u.

Here are the Mulliken charges for atoms 1 to 4, given in e: -0.656 -0.876 0.312 -1.095

***

Please write out number 3 again, unchanged.
C12H14N4O4S in the gas phase, computed with wB97M-V/def2-TZVPD.

```
! wB97M-V def2-TZVPD RIJCOSX def2/J DEFGRID3
* xyz 0 1
C -3.897 -0.447 -1.792
C -3.446 -0.358 -3.242
O -2.244 0.414 -3.355
C -2.361 1.729 -3.402
O -3.385 2.349 -3.445
C -0.965 2.378 -3.378
N -0.425 2.253 -2.059
N -0.310 3.260 -1.226
N 0.156 2.794 -0.128
C 0.321 1.465 -0.306
C 0.825 0.557 0.704
C 0.935 -0.805 0.421
C 1.413 -1.666 1.390
C 1.771 -1.162 2.626
S 2.431 -2.281 3.864
C 4.221 -2.224 3.544
O 1.966 -3.613 3.584
O 2.190 -1.734 5.170
C 1.661 0.183 2.922
C 1.184 1.051 1.957
N -0.046 1.111 -1.536
H -4.176 0.537 -1.424
H -4.757 -1.105 -1.717
H -3.093 -0.841 -1.173
H -3.186 -1.341 -3.637
H -4.223 0.104 -3.859
H -1.049 3.441 -3.607
H -0.315 1.859 -4.086
H 0.643 -1.164 -0.553
H 1.497 -2.728 1.217
H 4.392 -2.573 2.534
H 4.552 -1.202 3.673
H 4.706 -2.876 4.260
H 1.933 0.525 3.908
H 1.080 2.107 2.152
*
```

Results
SMILES = CCOC(=O)Cn1nnc(-c2ccc(S(C)(=O)=O)cc2)n1
orbital gap = 0.3491 Ha
LUMO energy = -0.091 eV
E_HOMO = -0.3524 hartree
E_tot = -1383.81750 a.u.

Here are the natural (NBO) charges for atoms 1 to 4, given in e: -0.636 -0.077 -0.493 0.785

***

- The lowest E_tot belongs to which entry?
  C40H44AsN10OPTi

***

- Which of these has the highest E_tot?
  C4H10O